# C22H25FN2O3

One molecule with the formula C22H25FN2O3 (ωB97M-V/def2-TZVPD, the OMol25 dataset).

Geometry as XYZ:
```
53
C22H25FN2O3, DFT ωB97M-V/def2-TZVPD
C -7.14 -0.75 -1.00
C -6.20 0.15 -0.23
O -6.58 1.21 0.22
C -4.81 -0.32 -0.04
C -4.31 -1.50 -0.59
C -3.00 -1.88 -0.38
C -2.15 -1.09 0.39
O -0.85 -1.35 0.63
C -0.31 -2.60 0.24
C 1.14 -2.66 0.76
O 1.57 -3.61 1.37
N 1.83 -1.55 0.47
C 3.19 -1.32 0.91
C 4.20 -2.01 -0.02
C 4.14 -1.38 -1.40
C 4.30 0.13 -1.31
N 3.27 0.67 -0.45
C 3.13 2.11 -0.52
C 1.78 2.54 -0.02
C 1.62 3.43 1.03
C 0.36 3.82 1.46
C -0.77 3.33 0.82
C -0.64 2.44 -0.23
C 0.62 2.05 -0.63
F 0.73 1.18 -1.65
C 3.43 0.19 0.91
C -2.65 0.09 0.96
C -3.96 0.46 0.74
H -7.20 -1.73 -0.52
H -8.13 -0.30 -1.03
H -6.78 -0.88 -2.01
H -4.94 -2.13 -1.20
H -2.64 -2.79 -0.83
H -0.30 -2.70 -0.85
H -0.87 -3.43 0.68
H 1.42 -0.81 -0.09
H 3.29 -1.73 1.92
H 3.98 -3.08 -0.06
H 5.20 -1.89 0.41
H 4.93 -1.80 -2.04
H 3.18 -1.60 -1.86
H 4.20 0.57 -2.30
H 5.31 0.38 -0.93
H 3.92 2.64 0.05
H 3.22 2.41 -1.57
H 2.50 3.82 1.52
H 0.26 4.51 2.28
H -1.75 3.63 1.15
H -1.50 2.04 -0.74
H 2.68 0.67 1.54
H 4.43 0.41 1.31
H -1.99 0.68 1.57
H -4.35 1.37 1.18
```

**HOMO**: -0.32762 Eh
**Energy**: -1288.45614 Ha
**Energy relative to the best compared isomer or geometry (same formula, charge and spin)**: 3.92 kcal/mol
**SMILES**: CC(=O)c1ccc(OCC(=O)N[C@H]2CCCN(Cc3ccccc3F)C2)cc1
**Gap between HOMO and LUMO**: 9.4 eV